1.
{"formula": "C18H29BN7O5PtS2Te4", "method": "ωB97M-V/def2-TZVPD", "elements": ["Pt", "B", "N", "C", "C", "C", "N", "N", "C", "C", "C", "N", "H", "H", "H", "H", "H", "H", "H", "H", "Te", "Te", "Te", "Te", "O", "S", "C", "C", "C", "C", "H", "H", "H", "H", "H", "H", "H", "H", "C", "C", "S", "O", "O", "C", "C", "N", "C", "N", "C", "C", "N", "O", "O", "C", "H", "H", "H", "H", "H", "H", "H", "H", "H", "H", "H", "H", "H"], "xyz": [[2.20204, -2.27781, -0.26857], [0.05519, -3.78710, 1.94160], [0.82834, -2.55826, 2.50341], [0.83604, -2.17738, 3.78516], [1.86256, -1.26716, 3.97597], [2.45558, -1.14686, 2.72613], [1.81180, -1.91813, 1.84393], [-0.46024, -3.50447, 0.52144], [-1.73048, -3.49829, 0.09457], [-1.73270, -3.47583, -1.29103], [-0.38431, -3.46991, -1.63825], [0.36805, -3.49896, -0.53443], [0.84566, -4.70938, 1.87724], [-0.86139, -4.03612, 2.66927], [0.12297, -2.58134, 4.48502], [2.15079, -0.77806, 4.89067], [3.30555, -0.55677, 2.43750], [-2.55235, -3.55046, 0.79047], [-2.58224, -3.48240, -1.95297], [0.07032, -3.49178, -2.61614], [3.23209, -2.30247, -2.79180], [5.80980, -2.57776, -2.17396], [5.88457, -3.68166, 0.28448], [3.38947, -4.50174, 0.68364], [4.10328, -0.69839, 0.02078], [4.42076, 0.67663, 0.57991], [2.87268, 1.65870, 0.53623], [2.92858, 2.57809, -0.67923], [4.40002, 2.94338, -0.85650], [5.14268, 1.61636, -0.81105], [2.84285, 2.21879, 1.47256], [2.06106, 0.93736, 0.51663], [2.30403, 3.45884, -0.52947], [2.56785, 2.05036, -1.56557], [4.73188, 3.59229, -0.04290], [4.58404, 3.46448, -1.79551], [6.21574, 1.70811, -0.65406], [4.94581, 1.00635, -1.69373], [-6.47498, 2.54649, -0.83797], [-5.92693, 2.29931, 0.56433], [-4.18013, 2.68015, 0.65260], [-3.66427, 2.30855, 1.94845], [-3.95136, 4.01874, 0.17727], [-3.38251, 1.55295, -0.51474], [-1.93794, 2.04945, -0.61545], [-1.00740, 0.99229, -1.00482], [-0.25331, 0.27421, -0.14646], [0.52467, -0.58487, -0.80421], [0.25296, -0.42513, -2.12696], [-0.68919, 0.54349, -2.27290], [-1.30539, 0.95949, -3.49552], [-2.24841, 1.73181, -3.43543], [-0.83575, 0.49733, -4.51507], [-0.36884, 0.40277, 1.32977], [-7.56297, 2.57514, -0.82036], [-6.17585, 1.76087, -1.53125], [-6.11369, 3.50325, -1.21450], [-6.02070, 1.26594, 0.89884], [-6.38033, 2.95985, 1.30401], [-3.88436, 1.58533, -1.47797], [-3.44221, 0.56087, -0.06667], [-1.62444, 2.42490, 0.35619], [-1.87745, 2.86507, -1.32507], [0.70963, -1.00826, -2.90485], [-0.38809, 1.44382, 1.65126], [0.45839, -0.11030, 1.80689], [-1.29749, -0.05480, 1.67914]], "charge": 1, "homo_lumo_gap_ev": [4.463, 4.437], "e_homo_ev": [-9.7, -9.7], "lumo_ha": [-0.1931, -0.1939], "e_above_lowest_kj_mol": 132.3}

2.
{"formula": "C12H17NO", "method": "ωB97M-V/def2-TZVPD", "elements": ["C", "C", "O", "H", "H", "H", "H", "H", "H", "C", "C", "C", "C", "C", "C", "C", "C", "C", "C", "N", "H", "H", "H", "H", "H", "H", "H", "H", "H", "H", "H"], "xyz": [[3.60561, -2.17652, 1.15807], [4.25691, -2.16232, 2.56108], [4.58190, -1.89177, 0.20544], [3.13738, -3.13842, 1.04687], [2.80412, -1.49722, 0.97303], [5.02705, -1.41087, 2.73290], [5.40703, -2.41152, 0.46272], [4.87152, -2.94726, 2.77179], [3.49266, -1.98871, 3.29459], [1.08372, 1.22130, -0.55411], [1.93999, 2.45459, -0.20264], [-0.39885, 1.33414, -0.23423], [-1.10216, 2.25857, 0.50125], [-1.44248, 0.33780, -0.72680], [-2.60901, 0.63870, 0.05761], [-1.38268, -0.70275, -1.61262], [-3.79374, 0.07916, -0.22346], [-2.64768, -1.42088, -1.80567], [-3.73503, -1.04191, -1.10835], [-2.38150, 1.80336, 0.87874], [1.24088, 1.05242, -1.67135], [1.47005, 0.29762, -0.32173], [1.60019, 3.36034, -0.82710], [-0.78458, 3.06407, 1.03426], [-3.03425, 2.32132, 1.39898], [-0.41335, -0.96481, -2.01924], [-4.79543, 0.21562, 0.17604], [-2.75499, -2.05820, -2.66129], [-4.61302, -1.55551, -1.42377], [3.02051, 2.44515, -0.41856], [1.69183, 2.80731, 0.79638]], "charge": 0, "homo_lumo_gap_ev": 8.533, "smiles": "CCc1c[nH]c2ccccc12.CCO", "e_homo_ev": -7.7, "lumo_ha": 0.0322, "e_above_lowest_kj_mol": 306.3}

3.
{"formula": "C27H29BBaCl5F8IN3OSe2", "method": "ωB97M-V/def2-TZVPD", "elements": ["Ba", "C", "C", "N", "C", "C", "C", "C", "N", "C", "C", "F", "C", "F", "C", "C", "F", "C", "F", "H", "H", "H", "H", "H", "H", "H", "H", "H", "H", "H", "H", "H", "H", "H", "Cl", "C", "C", "Cl", "C", "Cl", "C", "O", "C", "Cl", "C", "Cl", "C", "Se", "C", "C", "Se", "C", "H", "H", "H", "H", "H", "H", "H", "H", "H", "H", "I", "C", "C", "C", "C", "N", "C", "H", "H", "H", "H", "F", "B", "F", "F", "F"], "xyz": [[-0.42144, 0.53468, -0.05824], [-5.08686, 1.83865, 1.71617], [-3.62195, 1.54124, 1.39969], [-3.37704, 0.39905, 0.50100], [-4.09213, 0.52897, -0.77253], [-3.47169, -0.29498, -1.89333], [-3.62673, -0.88854, 1.17329], [-2.36078, -1.51253, 1.76805], [-1.44554, -1.80703, 0.69824], [-0.94600, -3.00413, 0.41807], [-0.42670, -3.20917, -0.89074], [-0.53873, -2.17977, -1.77256], [0.17312, -4.37134, -1.29870], [0.62939, -4.46112, -2.56587], [0.30793, -5.46529, -0.45734], [-0.19647, -5.30579, 0.82201], [-0.08220, -6.32624, 1.69840], [-0.79843, -4.14605, 1.25082], [-1.18964, -4.07472, 2.54923], [-5.14330, 2.66038, 2.43123], [-5.58953, 0.97676, 2.15868], [-5.63801, 2.13410, 0.82184], [-3.07338, 1.35800, 2.32512], [-3.16787, 2.42915, 0.95218], [-4.07542, 1.58530, -1.05358], [-5.15002, 0.24743, -0.66293], [-2.46554, 0.04869, -2.14928], [-4.07259, -0.20054, -2.80039], [-3.40543, -1.35301, -1.63662], [-4.02827, -1.59675, 0.44642], [-4.37968, -0.77480, 1.96447], [-2.67434, -2.38179, 2.35239], [-1.93145, -0.78790, 2.48108], [0.75809, -6.38945, -0.78571], [0.96274, 7.35766, -4.05780], [0.59955, 5.77106, -3.47672], [1.43683, 5.14352, -2.55780], [2.84897, 5.95442, -1.98980], [1.14270, 3.86979, -2.09734], [2.15084, 3.08242, -0.93554], [0.00575, 3.14124, -2.52895], [-0.24769, 1.95707, -2.12326], [-0.82602, 3.82210, -3.45786], [-2.23480, 2.97265, -3.98907], [-0.53990, 5.09664, -3.91683], [-1.60082, 5.85854, -5.04504], [3.79461, -4.00551, -1.03382], [3.23019, -2.68213, 0.27538], [4.32564, -1.21103, -0.39271], [4.09371, -0.86611, -1.85131], [2.18918, -0.70161, -2.25823], [2.37104, 0.64026, -3.65562], [4.87800, -4.11236, -1.02449], [3.43392, -3.73118, -2.02276], [3.33097, -4.94152, -0.73082], [5.37601, -1.44921, -0.21882], [4.05275, -0.37587, 0.24852], [4.50149, -1.63449, -2.50648], [4.57126, 0.08436, -2.09521], [2.90840, 0.23087, -4.50764], [2.87482, 1.52185, -3.26507], [1.35529, 0.90470, -3.94064], [1.01767, -1.98284, 5.71718], [1.83724, -0.77921, 4.21962], [2.94405, 0.01115, 4.47039], [3.42115, 0.81239, 3.44566], [2.78152, 0.77660, 2.22035], [1.73311, -0.00790, 1.97263], [1.24993, -0.75336, 2.96673], [3.41218, 0.01560, 5.44539], [4.26273, 1.47261, 3.60502], [3.10794, 1.41699, 1.40844], [0.36946, -1.35013, 2.74753], [-1.30392, 3.68173, 3.53548], [-0.49884, 2.60340, 3.19967], [-0.91377, 1.42967, 3.85493], [0.85092, 2.85251, 3.44514], [-0.64822, 2.35121, 1.77101]], "charge": -1, "homo_lumo_gap_ev": 6.661, "e_homo_ev": -4.7, "lumo_ha": 0.0723, "e_above_lowest_kj_mol": 3.8}

4.
{"formula": "C5H7NO", "method": "ωB97M-V/def2-TZVPD", "elements": ["C", "C", "C", "C", "C", "H", "H", "H", "H", "H", "H", "H", "N", "O"], "xyz": [[0.12595, 0.30871, 1.64776], [1.06669, 0.55447, -1.24712], [0.27698, -0.47048, -0.57568], [-1.06354, -1.13025, -0.70048], [-0.69246, -0.03238, 0.41865], [-0.46746, 0.71170, 2.33268], [0.76006, -0.47899, 2.04734], [1.16191, 0.85059, -2.36268], [0.77864, -1.47473, -0.22414], [-1.21119, -2.09640, -0.49220], [-1.74095, -0.55428, -1.53625], [-1.19633, 0.78642, -0.06009], [1.35698, 1.49905, -0.36155], [0.84471, 1.52657, 1.11375]], "charge": 0, "homo_lumo_gap_ev": 10.498, "smiles": "C1=NOC[C@@H]2C[C@@H]12", "e_homo_ev": -9.8, "lumo_ha": 0.0259, "e_above_lowest_kj_mol": 670.2}

What did the second record say?
{"formula": "C12H17NO", "method": "ωB97M-V/def2-TZVPD", "elements": ["C", "C", "O", "H", "H", "H", "H", "H", "H", "C", "C", "C", "C", "C", "C", "C", "C", "C", "C", "N", "H", "H", "H", "H", "H", "H", "H", "H", "H", "H", "H"], "xyz": [[3.60561, -2.17652, 1.15807], [4.25691, -2.16232, 2.56108], [4.58190, -1.89177, 0.20544], [3.13738, -3.13842, 1.04687], [2.80412, -1.49722, 0.97303], [5.02705, -1.41087, 2.73290], [5.40703, -2.41152, 0.46272], [4.87152, -2.94726, 2.77179], [3.49266, -1.98871, 3.29459], [1.08372, 1.22130, -0.55411], [1.93999, 2.45459, -0.20264], [-0.39885, 1.33414, -0.23423], [-1.10216, 2.25857, 0.50125], [-1.44248, 0.33780, -0.72680], [-2.60901, 0.63870, 0.05761], [-1.38268, -0.70275, -1.61262], [-3.79374, 0.07916, -0.22346], [-2.64768, -1.42088, -1.80567], [-3.73503, -1.04191, -1.10835], [-2.38150, 1.80336, 0.87874], [1.24088, 1.05242, -1.67135], [1.47005, 0.29762, -0.32173], [1.60019, 3.36034, -0.82710], [-0.78458, 3.06407, 1.03426], [-3.03425, 2.32132, 1.39898], [-0.41335, -0.96481, -2.01924], [-4.79543, 0.21562, 0.17604], [-2.75499, -2.05820, -2.66129], [-4.61302, -1.55551, -1.42377], [3.02051, 2.44515, -0.41856], [1.69183, 2.80731, 0.79638]], "charge": 0, "homo_lumo_gap_ev": 8.533, "smiles": "CCc1c[nH]c2ccccc12.CCO", "e_homo_ev": -7.7, "lumo_ha": 0.0322, "e_above_lowest_kj_mol": 306.3}

Copy entry 2 word for word.
{"formula": "C12H17NO", "method": "ωB97M-V/def2-TZVPD", "elements": ["C", "C", "O", "H", "H", "H", "H", "H", "H", "C", "C", "C", "C", "C", "C", "C", "C", "C", "C", "N", "H", "H", "H", "H", "H", "H", "H", "H", "H", "H", "H"], "xyz": [[3.60561, -2.17652, 1.15807], [4.25691, -2.16232, 2.56108], [4.58190, -1.89177, 0.20544], [3.13738, -3.13842, 1.04687], [2.80412, -1.49722, 0.97303], [5.02705, -1.41087, 2.73290], [5.40703, -2.41152, 0.46272], [4.87152, -2.94726, 2.77179], [3.49266, -1.98871, 3.29459], [1.08372, 1.22130, -0.55411], [1.93999, 2.45459, -0.20264], [-0.39885, 1.33414, -0.23423], [-1.10216, 2.25857, 0.50125], [-1.44248, 0.33780, -0.72680], [-2.60901, 0.63870, 0.05761], [-1.38268, -0.70275, -1.61262], [-3.79374, 0.07916, -0.22346], [-2.64768, -1.42088, -1.80567], [-3.73503, -1.04191, -1.10835], [-2.38150, 1.80336, 0.87874], [1.24088, 1.05242, -1.67135], [1.47005, 0.29762, -0.32173], [1.60019, 3.36034, -0.82710], [-0.78458, 3.06407, 1.03426], [-3.03425, 2.32132, 1.39898], [-0.41335, -0.96481, -2.01924], [-4.79543, 0.21562, 0.17604], [-2.75499, -2.05820, -2.66129], [-4.61302, -1.55551, -1.42377], [3.02051, 2.44515, -0.41856], [1.69183, 2.80731, 0.79638]], "charge": 0, "homo_lumo_gap_ev": 8.533, "smiles": "CCc1c[nH]c2ccccc12.CCO", "e_homo_ev": -7.7, "lumo_ha": 0.0322, "e_above_lowest_kj_mol": 306.3}